27
Properties=species:S:1:pos:R:3:mulliken_charge:R:1 method="wB97M-V/def2-TZVPD" relative_energy_kj_mol=292.5
C -4.329 -0.731 -0.150 -0.69
C -3.875 0.566 -0.435 -0.37
C -3.305 -1.727 0.195 -0.48
C -2.576 0.968 -0.214 -0.12
C -2.031 -1.297 0.361 -0.18
C -1.686 0.036 0.282 0.41
C 1.337 1.743 -0.241 0.78
C 2.183 0.644 -0.946 -0.55
C 2.027 3.021 -0.015 -1.40
C 3.115 -2.798 0.867 -0.68
N 0.248 1.532 0.344 -0.35
N -0.342 0.350 0.592 -0.44
O 2.858 -1.480 0.260 -0.16
P 1.793 -1.059 -0.752 -0.01
H -5.291 -0.985 -0.276 0.50
H -4.595 1.289 -0.815 0.32
H -3.598 -2.806 0.184 0.29
H -2.263 2.058 -0.373 0.30
H -1.157 -1.956 0.462 0.26
H 2.071 0.825 -2.024 0.35
H 3.322 0.903 -0.752 0.29
H 2.273 3.605 -0.858 0.32
H 2.965 2.895 0.522 0.31
H 1.395 3.617 0.568 0.42
H 4.127 -2.992 0.679 0.27
H 2.439 -3.602 0.636 0.33
H 2.895 -2.620 1.899 0.27

28
Properties=species:S:1:pos:R:3:mulliken_charge:R:1 method="wB97M-V/def2-TZVPD" relative_energy_kj_mol=373.0
C 2.597 0.549 -0.244 -0.30
C 2.354 -1.795 -0.458 -0.71
C 1.181 0.685 -0.306 -0.41
C 1.041 -1.603 -0.589 -0.69
C 3.213 -0.720 -0.368 0.70
C 0.334 -0.359 -0.437 0.19
C -1.135 -0.306 -0.607 -0.94
C -4.756 1.606 1.582 -0.22
C -1.846 0.207 0.536 -0.08
C 5.414 0.182 -0.087 -0.75
N -3.960 0.626 1.572 -0.73
N -3.136 0.420 0.441 0.56
O 4.552 -0.899 -0.201 -0.43
P -3.964 0.238 -1.103 -0.20
S -5.876 -0.240 -0.775 -0.30
H 3.141 1.466 -0.041 0.32
H 2.745 -2.766 -0.450 0.46
H 0.866 1.691 0.016 0.29
H 0.404 -2.404 -0.567 0.37
H -1.501 0.258 -1.446 0.49
H -1.556 -1.333 -0.758 0.46
H -5.272 1.775 2.515 0.29
H -4.908 2.473 0.743 0.24
H -1.330 0.473 1.505 0.41
H 5.533 0.798 -1.057 0.29
H 6.421 -0.329 -0.026 0.22
H 5.118 0.764 0.832 0.33
H -5.674 -1.460 -0.221 0.13

27
Properties=species:S:1:pos:R:3:mulliken_charge:R:1 method="wB97M-V/def2-TZVPD" relative_energy_kj_mol=98.3 charge=+1
C -0.904 3.180 -2.277 -0.37
C -0.842 1.887 -2.830 -0.66
C -0.628 3.397 -0.928 -0.83
C -0.669 0.794 -2.010 -0.18
C -0.328 2.338 -0.132 -0.20
C -0.402 1.008 -0.628 0.29
C 1.907 -2.085 1.857 0.52
C 1.868 -0.523 2.385 -0.73
C 0.001 -0.038 0.271 0.65
C -1.877 -1.521 0.099 -1.06
N 3.005 -2.469 1.222 -0.35
N -0.613 -1.145 0.551 0.08
O 0.916 -2.787 2.105 -0.67
S 1.478 0.495 0.934 0.06
H -1.163 4.022 -2.889 0.41
H -0.952 1.680 -3.877 0.43
H -0.698 4.350 -0.522 0.49
H -0.879 -0.157 -2.501 0.29
H -0.069 2.409 1.006 0.29
H 0.889 -0.468 2.967 0.30
H 2.746 -0.201 2.915 0.48
H -2.170 -2.432 0.812 0.31
H -2.659 -0.805 0.141 0.45
H -1.960 -1.941 -0.876 0.37
H 3.860 -1.892 1.166 0.22
H 3.090 -3.349 0.794 0.24
H -0.088 -1.709 1.318 0.16

27
Properties=species:S:1:pos:R:3:mulliken_charge:R:1 method="wB97M-V/def2-TZVPD" relative_energy_kj_mol=131.1
C -0.121 -3.693 0.739 -0.49
C -0.025 -2.451 1.371 -0.13
C -1.755 -2.465 0.089 -0.07
C -1.989 0.718 1.099 -0.34
C -1.045 -0.258 1.003 -0.30
C -1.535 2.020 0.779 0.47
C 0.433 0.808 0.318 1.17
C 1.577 0.648 1.314 -1.77
C -0.557 0.512 -1.921 -0.85
C 0.727 0.436 -1.165 -0.44
N -1.238 -3.635 -0.049 -0.66
N -2.136 3.146 0.799 -0.83
N -0.950 -1.610 0.900 0.26
O -0.221 2.014 0.410 -0.40
H 0.556 -4.545 0.977 0.34
H 0.730 -2.129 2.156 0.38
H -2.614 -1.970 -0.333 0.43
H -2.971 0.738 1.593 0.45
H 1.452 0.833 2.331 0.40
H 2.458 1.245 1.012 0.41
H 2.164 -0.322 1.240 0.35
H -0.341 -0.022 -2.935 0.39
H -0.817 1.628 -2.017 0.21
H -1.291 -0.188 -1.425 0.12
H 1.521 1.126 -1.628 0.33
H 1.109 -0.642 -1.243 0.29
H -1.483 3.873 0.581 0.28

28
Properties=species:S:1:pos:R:3:mulliken_charge:R:1 method="wB97M-V/def2-TZVPD" relative_energy_kj_mol=152.6 charge=+1
C -1.379 -3.282 -1.147 -0.44
C -1.546 -2.658 0.080 -0.76
C -0.598 -2.690 -2.126 -0.71
C -0.941 -1.440 0.329 -0.16
C 0.024 -1.479 -1.881 -0.20
C -0.145 -0.846 -0.651 0.47
C 0.537 0.436 -0.391 0.23
C -0.381 1.003 3.621 0.49
C 2.805 -0.077 -0.913 -0.88
C -0.912 3.605 0.552 -0.66
N 0.291 0.586 4.497 -0.32
N 1.754 0.764 -0.509 -0.42
N 0.009 2.645 0.152 -0.48
N -0.326 1.461 0.062 0.46
O -0.889 1.309 2.621 -0.47
H -1.859 -4.228 -1.342 0.41
H -2.149 -3.120 0.846 0.42
H -0.471 -3.170 -3.084 0.41
H -1.059 -0.973 1.297 0.33
H 0.613 -1.009 -2.655 0.52
H 3.589 0.003 -0.157 0.32
H 2.534 -1.124 -1.083 0.42
H 3.231 0.352 -1.825 0.30
H -0.480 4.146 1.401 0.29
H -0.961 4.357 -0.246 0.32
H -1.907 3.217 0.799 0.35
H 0.354 0.548 5.487 0.29
H -1.289 1.149 0.307 0.48

25
Properties=species:S:1:pos:R:3:mulliken_charge:R:1 method="wB97M-V/def2-TZVPD" smiles=CCc1c[nH]c2ccccc12.O relative_energy_kj_mol=39.1
C 0.173 -1.818 0.753 -0.63
C -0.016 -0.471 0.980 0.34
C -2.299 1.406 -1.586 -0.64
C -2.656 0.223 -2.264 -0.19
C -1.454 1.317 -0.449 -0.53
C -2.184 -1.048 -1.915 -0.85
C -0.834 0.017 -0.083 0.18
C -1.308 -1.126 -0.809 0.29
N -0.529 -2.171 -0.379 -0.06
C 1.217 -0.451 3.233 -1.29
C 0.627 0.398 2.100 0.02
H 0.648 -2.675 1.229 0.34
H -2.736 2.372 -1.871 0.36
H -3.418 0.320 -3.049 0.32
H -1.039 2.259 -0.068 0.31
H -2.564 -1.825 -2.592 0.28
H -0.541 -3.136 -0.720 0.21
H 1.689 0.247 3.944 0.38
H 1.982 -1.165 2.881 0.30
H 0.429 -1.013 3.762 0.31
H -0.159 1.080 2.478 0.30
H 1.402 1.018 1.610 0.25
O 4.462 2.352 -2.684 -0.65
H 5.315 1.939 -2.417 0.33
H 3.794 1.951 -2.082 0.32

26
Properties=species:S:1:pos:R:3:mulliken_charge:R:1 method="wB97M-V/def2-TZVPD" smiles="CC(=O)[C@@](C)(O)c1ccccc1N" relative_energy_kj_mol=264.9
C -2.892 -1.041 -0.059 -0.73
C -3.370 0.297 -0.215 -0.68
C -1.509 -1.216 0.016 -0.64
C -2.551 1.320 -0.109 -0.69
C -0.665 -0.120 -0.083 0.07
C -1.173 1.146 -0.131 1.16
C 0.951 -0.515 -0.134 1.03
C 1.896 0.526 0.629 0.55
C 1.446 -0.843 -1.558 -1.51
C 2.861 -0.074 1.703 -1.20
N -0.441 2.239 0.235 -0.52
O 1.292 -1.696 0.611 -0.56
O 1.934 1.648 0.262 -0.57
H -3.534 -1.886 -0.070 0.44
H -4.430 0.406 -0.412 0.36
H -1.104 -2.205 0.016 0.19
H -2.834 2.390 -0.365 0.18
H 0.937 -1.657 -2.064 0.41
H 2.480 -1.112 -1.450 0.41
H 1.430 0.018 -2.196 0.37
H 2.266 -0.563 2.467 0.30
H 3.448 0.717 2.099 0.42
H 3.382 -0.805 1.023 0.30
H -1.191 3.042 0.171 0.25
H 0.963 -2.438 0.068 0.35
H 0.409 2.424 -0.453 0.28

26
Properties=species:S:1:pos:R:3:mulliken_charge:R:1 method="wB97M-V/def2-TZVPD" smiles="CO[C@H](/C=[N+](/C)[O-])c1ccccc1" relative_energy_kj_mol=616.7
C 0.361 -3.238 1.532 -0.51
C -0.946 -2.950 1.221 -0.78
C 1.365 -2.323 1.392 -0.39
C -1.287 -1.582 0.943 -0.18
C 1.028 -0.920 1.052 -0.65
C -0.313 -0.657 0.925 0.32
C -0.145 0.769 -1.277 -0.33
C 1.668 1.112 -2.927 -1.05
C -1.986 2.591 0.639 -0.92
C -0.569 0.809 0.560 -0.16
N 1.007 1.226 -1.579 0.48
O 1.822 1.681 -0.716 -0.69
O -1.845 1.236 0.820 -0.37
H 0.825 -4.135 1.762 0.41
H -1.611 -3.724 1.140 0.48
H 2.469 -2.389 1.400 0.32
H -2.196 -1.153 0.625 0.51
H 1.754 -0.183 1.058 0.49
H -0.774 0.176 -1.910 0.38
H 2.148 0.249 -2.988 0.42
H 1.001 0.969 -3.723 0.36
H 2.281 1.973 -2.867 0.32
H -1.322 3.161 1.225 0.36
H -2.962 2.884 0.901 0.38
H -1.921 3.016 -0.322 0.36
H 0.149 1.402 1.112 0.46

27
Properties=species:S:1:pos:R:3:mulliken_charge:R:1 method="wB97M-V/def2-TZVPD" smiles="C[Si]1(C)OC(=O)CN1c1ccccc1" relative_energy_kj_mol=0.0
C 1.269 -3.416 0.456 -0.80
C 0.651 -2.889 1.596 -0.27
C 1.678 -2.465 -0.508 -0.44
C 0.027 -1.684 1.657 -0.56
C 1.027 -1.253 -0.449 -0.22
C 0.154 -0.745 0.598 0.89
C -1.460 2.480 1.365 0.33
C -0.665 1.175 1.717 -0.34
C 0.821 2.563 -1.682 -1.09
C -1.615 0.342 -2.146 -0.97
N -0.338 0.454 0.515 -0.07
O -1.954 3.251 2.101 -0.51
O -1.697 2.601 0.032 -0.39
Si -0.795 1.791 -1.047 0.31
H 1.900 -4.419 0.631 0.20
H 0.677 -3.477 2.494 0.36
H 2.401 -2.538 -1.225 0.47
H -0.619 -1.420 2.542 0.15
H 1.228 -0.597 -1.244 0.17
H 0.198 1.461 2.238 0.32
H -1.407 0.531 2.322 0.29
H 0.879 2.661 -2.671 0.49
H 1.168 3.599 -1.198 0.29
H 1.587 1.873 -1.357 0.36
H -0.718 -0.150 -2.495 0.33
H -2.060 -0.264 -1.381 0.26
H -2.338 0.536 -2.860 0.43